Entry 1:
The following is a quantum chemistry calculation of an isolated molecule of C4H5NO2, from the OMol25 dataset.

## Properties
structure (SMILES): O=C1NC[C@H]2O[C@@H]12
frontier orbital gap: 10.539 eV
energy relative to the best compared isomer or geometry (same formula, charge and spin): 257.4 kJ/mol
HOMO: -9.8 eV
M: 99.09 g mol⁻¹
electronic energy: -9811.6475 eV

```
! RIJCOSX wB97M-V def2-TZVPD def2/J DEFGRID3
* xyz 0 1
O -0.42282 -1.70980 0.64040
O -2.47289 0.46954 -0.54484
N -0.46572 1.10550 0.42863
C -1.30885 0.28401 -0.27172
C 0.70573 -0.91333 0.30398
C -0.45639 -0.94545 -0.56901
C 0.88452 0.59558 0.37462
H -0.72649 2.02233 0.75469
H 1.57901 1.07565 1.05696
H 1.58256 -1.51506 0.08702
H 1.26250 0.69343 -0.66960
H -0.16117 -1.16239 -1.59114
*
```

Listed below, in e, are the Löwdin charges computed for each atom: number 1, O, carries 0.069; number 2, O, carries 0.087; number 3, N, carries 0.090; number 4, C, carries -0.428; number 5, C, carries -0.234; number 6, C, carries -0.171; number 7, C, carries -0.127; number 8, H, carries 0.152; number 9, H, carries 0.118; number 10, H, carries 0.151; number 11, H, carries 0.133; number 12, H, carries 0.161

Entry 2:
The following is a quantum chemistry calculation of C8H12N2O3S as an isolated structure, from the OMol25 dataset.

## Properties
frontier orbital gap: 8.656 eV
energy relative to the best compared isomer or geometry (same formula, charge and spin): 236.1 kJ/mol
HOMO: -8.8 eV
M: 216.26 g mol⁻¹
electronic energy: -28445.1411 eV

```
! RIJCOSX wB97M-V def2-TZVPD def2/J DEFGRID3
* xyz 0 1
S -2.50173 1.36860 0.52775
O -2.44350 0.59789 -0.71116
O -1.26561 -0.34254 1.35490
O -3.42238 2.75534 0.20590
N -3.66891 0.50176 1.48906
N 4.23185 0.94246 -1.56629
C 1.16372 0.70871 0.51583
C 2.38752 -0.34588 -1.69616
C 1.35846 -0.96289 -1.20472
C 3.02579 0.78863 -1.08003
C 2.31786 1.47172 0.02167
C -0.64873 -1.01897 0.57485
C 0.67553 -0.41140 -0.02166
C -0.96504 -2.37239 0.08292
H 0.95066 -1.98146 -1.60044
H -3.71092 2.64470 -0.63079
H 2.94701 1.80291 0.87842
H -1.86597 -2.29161 -0.64287
H 4.68957 1.77785 -1.25915
H 1.71241 2.29113 -0.37030
H 0.67073 1.24705 1.35189
H -3.76111 0.74927 2.51680
H -3.55834 -0.45870 1.32805
H -0.08472 -2.83978 -0.32210
H -1.28255 -2.99636 0.89837
H 2.88143 -0.81167 -2.58611
*
```

Listed below, in e, are the Löwdin charges computed for each atom: number 1, S, carries 0.887; number 2, O, carries -0.436; number 3, O, carries -0.097; number 4, O, carries -0.260; number 5, N, carries -0.153; number 6, N, carries 0.133; number 7, C, carries -0.043; number 8, C, carries -0.082; number 9, C, carries -0.041; number 10, C, carries -0.350; number 11, C, carries -0.108; number 12, C, carries -0.400; number 13, C, carries -0.122; number 14, C, carries -0.001; number 15, H, carries 0.137; number 16, H, carries -0.034; number 17, H, carries 0.146; number 18, H, carries 0.146; number 19, H, carries 0.032; number 20, H, carries 0.147; number 21, H, carries 0.135; number 22, H, carries 0.090; number 23, H, carries 0.005; number 24, H, carries 0.055; number 25, H, carries 0.085; number 26, H, carries 0.132

Entry 3:
The following is a quantum chemistry calculation of an isolated ion of composition C19H24N5O2 and charge +1, from the OMol25 dataset.

## Properties
structure (SMILES): OCCN1CCN(c2nc([NH2+]Cc3ccco3)c3ccccc3n2)CC1
frontier orbital gap: 6.937 eV
energy relative to the best compared isomer or geometry (same formula, charge and spin): 10.8 kJ/mol
HOMO: -10.4 eV
M: 354.43 g mol⁻¹
electronic energy: -31631.2906 eV

```
! RIJCOSX wB97M-V def2-TZVPD def2/J DEFGRID3
* xyz 1 1
O 7.12531 0.75778 0.34215
O -1.64943 -1.89074 -1.32034
N -0.89484 -0.20460 1.14231
N -0.71243 1.82583 -0.06733
N 1.15965 0.75333 0.71996
N 3.64643 -0.07026 -0.42074
N -2.86847 -1.32432 1.59138
C -2.89604 0.89255 0.40003
C -4.29606 1.01355 0.27896
C -2.63251 2.98641 -0.84169
C 4.81480 0.26572 0.37274
C -3.18007 -2.33416 0.51266
C 2.02673 1.74234 0.11850
C -0.95159 -3.57342 -0.03660
C -2.03403 1.89894 -0.16264
C -0.47860 -2.32210 -1.80340
C -4.82786 2.08348 -0.38155
C 0.00157 -3.35605 -1.05793
C -1.94503 -2.65851 -0.24573
C 1.85922 -0.37797 1.28138
C -2.18216 -0.13117 1.02562
C 6.03521 0.52210 -0.51676
C -3.99003 3.06812 -0.94421
C -0.16061 0.80563 0.58207
C 2.91852 1.06633 -0.94179
C 2.73628 -1.01333 0.18189
H 2.28627 0.71260 -1.76189
H 7.92219 0.89445 -0.18025
H -1.98194 3.73596 -1.26098
H 2.49476 -0.02833 2.10105
H 2.64997 2.17913 0.90483
H 3.30120 -1.84765 0.59824
H -3.72432 -1.04879 2.08543
H -4.95122 0.26937 0.71265
H 1.41099 2.51954 -0.33014
H 6.20802 -0.35655 -1.15183
H 0.90984 -3.89910 -1.21367
H -0.91050 -4.31898 0.73077
H -3.59448 -3.22628 0.98366
H 2.08033 -1.39673 -0.60723
H -4.44273 3.90094 -1.45975
H -5.89750 2.18455 -0.47570
H 4.67134 1.14636 1.01280
H 3.62311 1.79474 -1.34019
H -3.91382 -1.88731 -0.16130
H -2.19613 -1.74079 2.24979
H 5.85996 1.38927 -1.16843
H 1.13665 -1.09741 1.66262
H -0.09629 -1.83052 -2.67579
H 5.06318 -0.57599 1.02081
*
```

Listed below, in e, are the Löwdin charges computed for each atom: number 1, O, carries -0.060; number 2, O, carries 0.050; number 3, N, carries 0.223; number 4, N, carries 0.191; number 5, N, carries -0.046; number 6, N, carries -0.173; number 7, N, carries 0.147; number 8, C, carries -0.094; number 9, C, carries -0.036; number 10, C, carries 0.010; number 11, C, carries -0.179; number 12, C, carries -0.022; number 13, C, carries -0.107; number 14, C, carries 0.001; number 15, C, carries -0.198; number 16, C, carries -0.090; number 17, C, carries -0.060; number 18, C, carries -0.041; number 19, C, carries -0.297; number 20, C, carries -0.109; number 21, C, carries -0.223; number 22, C, carries -0.255; number 23, C, carries -0.042; number 24, C, carries -0.310; number 25, C, carries -0.145; number 26, C, carries -0.159; number 27, H, carries 0.126; number 28, H, carries 0.093; number 29, H, carries 0.121; number 30, H, carries 0.132; number 31, H, carries 0.127; number 32, H, carries 0.125; number 33, H, carries 0.182; number 34, H, carries 0.107; number 35, H, carries 0.114; number 36, H, carries 0.123; number 37, H, carries 0.114; number 38, H, carries 0.120; number 39, H, carries 0.148; number 40, H, carries 0.104; number 41, H, carries 0.116; number 42, H, carries 0.113; number 43, H, carries 0.121; number 44, H, carries 0.120; number 45, H, carries 0.143; number 46, H, carries 0.191; number 47, H, carries 0.113; number 48, H, carries 0.107; number 49, H, carries 0.135; number 50, H, carries 0.128